# 1
{"formula": "C16H24N6O2S2", "method": "ωB97M-V/def2-TZVPD", "elements": ["O", "O", "N", "N", "S", "S", "C", "C", "C", "C", "N", "N", "N", "N", "C", "C", "C", "C", "C", "C", "C", "C", "C", "C", "C", "C", "H", "H", "H", "H", "H", "H", "H", "H", "H", "H", "H", "H", "H", "H", "H", "H", "H", "H", "H", "H", "H", "H", "H", "H"], "xyz": [[-2.063, -0.617, -3.386], [-0.743, 2.952, -0.015], [0.663, -1.135, 5.785], [0.045, -0.310, 7.887], [-0.519, 0.874, 6.742], [0.376, -2.095, -7.251], [-0.930, -0.545, -3.884], [0.016, 2.011, 0.117], [0.194, -0.012, 5.421], [0.551, -1.275, 7.133], [-0.680, -1.273, -5.080], [0.218, 1.639, 1.463], [0.153, 0.474, 4.067], [0.243, 1.735, -3.544], [1.018, -2.580, 7.700], [0.453, -0.849, -5.903], [-1.166, -2.837, -6.736], [-1.795, -1.855, -5.755], [1.207, 0.679, 1.895], [-0.591, 2.264, 2.559], [0.821, -0.216, 2.944], [-1.014, 1.332, 3.681], [0.886, 2.377, -2.418], [-0.048, 0.295, -1.760], [0.174, 0.289, -3.278], [0.733, 1.415, -1.130], [-0.743, 2.120, -3.639], [1.499, -3.099, 6.864], [1.709, -2.486, 8.460], [0.086, -3.062, 7.978], [0.297, 0.206, -6.324], [1.369, -0.861, -5.331], [-1.023, -3.887, -6.398], [-1.898, -2.901, -7.600], [-2.461, -2.377, -4.995], [-2.366, -0.994, -6.276], [2.224, 1.089, 2.237], [1.556, 0.049, 1.078], [0.012, 3.014, 2.982], [-1.501, 2.782, 2.180], [1.719, -0.745, 3.342], [0.204, -0.972, 2.457], [-1.361, 1.889, 4.585], [-1.826, 0.668, 3.281], [1.917, 2.580, -2.613], [0.487, 3.352, -2.354], [-1.099, 0.505, -1.435], [0.130, -0.700, -1.301], [1.143, 0.066, -3.612], [1.723, 1.027, -0.820]], "mulliken_charge": [-0.64, -0.68, -0.45, -0.49, -0.02, -0.17, 0.06, -0.13, 0.57, 0.37, 0.10, 0.27, 0.20, -0.46, -0.99, -0.47, -0.48, -0.59, -0.36, -0.82, -0.98, -0.54, -1.29, -1.23, 0.49, 1.08, 0.38, 0.29, 0.34, 0.24, 0.32, 0.35, 0.33, 0.34, 0.29, 0.27, 0.12, 0.34, 0.32, 0.39, 0.35, 0.28, 0.37, 0.25, 0.28, 0.47, 0.35, 0.35, 0.14, 0.50], "relative_energy_kcal_mol": 43.2, "e_tot_ha": -1899.42470, "lumo_energy_ev": 0.520, "homo_ev": -8.71, "orbital_gap_ev": 9.226}

---

# 2
{"formula": "C16H24NO3", "method": "ωB97M-V/def2-TZVPD", "elements": ["C", "O", "C", "C", "C", "C", "C", "C", "C", "C", "C", "C", "C", "N", "C", "O", "C", "C", "O", "C", "H", "H", "H", "H", "H", "H", "H", "H", "H", "H", "H", "H", "H", "H", "H", "H", "H", "H", "H", "H", "H", "H", "H", "H"], "xyz": [[-5.905, 1.010, -0.843], [-4.660, 1.159, -0.191], [-3.597, 0.467, -0.644], [-3.592, -0.380, -1.751], [-2.427, -1.034, -2.104], [-1.258, -0.862, -1.385], [-1.245, -0.013, -0.280], [-0.008, 0.230, 0.555], [0.829, -1.034, 0.849], [0.723, -1.418, 2.323], [2.304, -0.825, 0.437], [2.375, -0.400, -1.050], [1.487, 0.821, -1.320], [0.873, 1.291, -0.060], [0.180, 2.574, -0.228], [3.014, -2.002, 0.660], [4.304, -1.657, 1.132], [4.059, -0.346, 1.882], [2.915, 0.198, 1.232], [-2.413, 0.640, 0.079], [-5.855, 1.349, -1.881], [-6.599, 1.641, -0.291], [-6.251, -0.026, -0.809], [-4.486, -0.541, -2.330], [-2.431, -1.696, -2.956], [-0.378, -1.411, -1.680], [-0.333, 0.653, 1.512], [0.466, -1.876, 0.257], [-0.314, -1.608, 2.583], [1.296, -2.323, 2.506], [1.108, -0.624, 2.960], [2.072, -1.257, -1.650], [3.415, -0.180, -1.291], [0.682, 0.588, -2.018], [2.078, 1.639, -1.737], [1.654, 1.405, 0.609], [-0.215, 2.914, 0.727], [-0.645, 2.459, -0.929], [0.872, 3.324, -0.608], [4.656, -2.466, 1.769], [4.996, -1.518, 0.292], [4.882, 0.364, 1.794], [3.825, -0.520, 2.937], [-2.452, 1.289, 0.941]], "mulliken_charge": [-0.89, -0.41, 0.37, -0.37, -1.36, -0.41, 0.19, 0.31, -0.25, -2.05, 1.24, -1.24, -0.62, 0.00, -0.79, -0.50, -0.41, -0.45, -0.55, -0.52, 0.36, 0.25, 0.37, 0.47, 0.42, 0.36, 0.76, 0.54, 0.47, 0.43, 0.44, 0.26, 0.42, 0.35, 0.58, 0.41, 0.35, 0.42, 0.31, 0.39, 0.28, 0.35, 0.27, 0.48], "relative_energy_kcal_mol": 0.0, "total_charge": 1, "e_tot_ha": -904.31964, "lumo_energy_ev": -2.247, "smiles": "COc1cccc([C@H]2[C@H](C)C3(CC[N@H+]2C)OCCO3)c1", "homo_ev": -11.60, "orbital_gap_ev": 9.353}

---

# 3
{"formula": "C16H25BF8NO5S3", "method": "ωB97M-V/def2-TZVPD", "elements": ["C", "C", "O", "C", "C", "C", "C", "C", "C", "S", "N", "C", "C", "C", "F", "F", "F", "C", "S", "C", "C", "B", "O", "O", "S", "O", "O", "C", "F", "F", "C", "F", "F", "F", "H", "H", "H", "H", "H", "H", "H", "H", "H", "H", "H", "H", "H", "H", "H", "H", "H", "H", "H", "H", "H", "H", "H", "H", "H"], "xyz": [[7.934, -0.368, 0.033], [6.698, 0.412, -0.381], [5.945, -0.368, -1.292], [4.697, 0.189, -1.660], [3.619, -0.887, -1.577], [2.193, -0.306, -1.652], [1.402, -0.607, -0.370], [0.019, 0.034, -0.451], [-0.969, -0.118, 0.730], [-0.230, -1.053, 2.158], [-2.257, -0.906, 0.431], [-2.302, -1.923, -0.628], [-2.745, -3.324, -0.176], [-3.835, -3.913, -1.054], [-4.390, -4.980, -0.464], [-4.821, -3.042, -1.336], [-3.313, -4.307, -2.232], [-3.203, -0.547, 1.233], [-4.832, -1.209, 1.321], [-2.787, 0.631, 2.069], [-1.578, 1.193, 1.286], [-0.615, 2.141, 2.185], [-1.232, 3.248, 2.673], [0.651, 1.809, 2.568], [-2.004, 2.218, -0.181], [-0.901, 3.130, -0.333], [-2.390, 1.364, -1.278], [-3.507, 3.307, 0.179], [-3.166, 4.497, -0.308], [-3.741, 3.410, 1.493], [-4.798, 2.839, -0.548], [-5.012, 1.539, -0.300], [-4.696, 3.023, -1.841], [-5.822, 3.523, -0.069], [8.314, 0.007, 0.986], [8.734, -0.288, -0.702], [7.679, -1.421, 0.168], [6.993, 1.365, -0.840], [6.096, 0.654, 0.507], [4.446, 1.044, -1.020], [4.767, 0.559, -2.690], [3.794, -1.604, -2.381], [3.780, -1.430, -0.640], [2.242, 0.775, -1.810], [1.666, -0.770, -2.489], [1.338, -1.697, -0.281], [1.982, -0.224, 0.477], [-0.455, -0.306, -1.372], [0.167, 1.105, -0.601], [-0.105, -2.197, 1.478], [-1.309, -1.974, -1.064], [-2.960, -1.531, -1.408], [-1.903, -4.013, -0.259], [-3.056, -3.346, 0.867], [-4.560, -1.974, 2.390], [-3.645, 1.289, 2.175], [-2.524, 0.319, 3.083], [-0.636, 3.773, 3.224], [1.143, 1.235, 1.972]], "mulliken_charge": [-1.18, -0.15, -0.31, -0.76, -0.68, -0.68, -0.90, -1.17, 0.43, -0.04, 0.64, -0.85, -1.17, 0.86, -0.27, -0.22, -0.27, 0.48, -0.02, -1.59, 0.04, 0.83, -0.53, -0.70, 1.03, -0.68, -0.66, 0.56, -0.22, -0.24, 0.61, -0.16, -0.22, -0.24, 0.36, 0.29, 0.32, 0.29, 0.27, 0.46, 0.26, 0.32, 0.36, 0.47, 0.38, 0.32, 0.21, 0.68, 0.50, 0.21, 0.37, 0.55, 0.45, 0.41, 0.28, 0.43, 0.62, 0.31, 0.32], "total_charge": 1, "e_tot_ha": -3073.80302, "lumo_energy_ev": -4.600, "homo_ev": -11.61, "orbital_gap_ev": 7.012}

---

# 4
{"formula": "C16H25BI2NO7P", "method": "ωB97M-V/def2-TZVPD", "elements": ["C", "C", "C", "C", "N", "O", "C", "C", "I", "C", "C", "I", "C", "O", "C", "C", "C", "O", "O", "C", "C", "O", "B", "O", "O", "P", "C", "C", "H", "H", "H", "H", "H", "H", "H", "H", "H", "H", "H", "H", "H", "H", "H", "H", "H", "H", "H", "H", "H", "H", "H", "H", "H"], "xyz": [[0.884, 2.373, 3.195], [-0.008, 2.321, 2.396], [-1.063, 2.185, 1.374], [-2.163, 3.240, 1.546], [-1.595, 4.538, 1.922], [-0.456, 2.337, 0.085], [-0.621, 1.264, -0.839], [-2.085, 0.971, -1.154], [-3.170, -0.495, -0.072], [-2.705, 1.686, -2.098], [-2.089, 2.821, -2.877], [-4.722, 1.399, -2.655], [0.315, 0.078, -0.549], [-0.100, -0.601, 0.631], [0.361, -1.912, 0.834], [0.198, -2.206, 2.323], [0.601, -3.609, 2.711], [0.635, -3.992, 3.839], [0.943, -4.434, 1.644], [2.186, -5.089, 1.815], [3.326, -4.260, 1.312], [2.249, -6.175, 2.282], [1.763, 0.722, -0.262], [2.453, 0.372, 0.865], [2.330, 1.618, -1.167], [0.612, -1.025, -2.056], [0.905, 0.077, -3.487], [-0.910, -1.932, -2.520], [1.638, 2.230, 3.930], [-1.476, 1.190, 1.538], [-2.716, 3.301, 0.602], [-2.819, 2.932, 2.359], [-0.963, 4.868, 1.203], [-2.331, 5.218, 2.058], [-0.209, 1.659, -1.763], [-2.525, 2.842, -3.876], [-1.014, 2.739, -3.003], [-2.360, 3.772, -2.415], [1.415, -2.027, 0.576], [-0.203, -2.652, 0.255], [0.894, -1.560, 2.862], [-0.815, -2.002, 2.664], [4.250, -4.827, 1.304], [3.083, -3.878, 0.319], [3.424, -3.385, 1.961], [3.399, 0.372, 0.667], [2.019, 2.514, -0.994], [0.913, -0.539, -4.386], [1.861, 0.580, -3.382], [0.122, 0.831, -3.622], [-0.602, -2.726, -3.202], [-1.666, -1.328, -3.030], [-1.389, -2.396, -1.663]], "mulliken_charge": [0.03, -1.09, 1.58, -0.88, -0.63, -0.47, -0.52, -0.39, 0.06, 0.28, -1.32, 0.03, 0.96, -0.27, -0.79, -0.17, 0.17, -0.54, -0.25, 0.66, -0.87, -0.49, 0.96, -0.70, -0.62, 0.10, -1.03, -1.04, 0.49, -0.12, 0.29, 0.42, 0.21, 0.24, -0.13, 0.54, 0.35, 0.34, 0.38, 0.29, 0.22, 0.27, 0.33, 0.30, 0.26, 0.26, 0.30, 0.48, 0.33, 0.17, 0.43, 0.30, 0.26], "e_tot_ha": -2167.67185, "lumo_energy_ev": -0.090, "homo_ev": -8.39, "orbital_gap_ev": 8.300}

---

# 5
{"formula": "C16H25Cl2O4P2Ti", "method": "ωB97M-V/def2-TZVPD", "elements": ["C", "C", "H", "H", "H", "O", "Cl", "Ti", "P", "C", "C", "H", "H", "H", "H", "H", "H", "C", "H", "H", "H", "P", "C", "C", "H", "H", "H", "C", "H", "H", "H", "H", "H", "H", "C", "O", "Cl", "C", "C", "C", "C", "C", "C", "C", "O", "O", "H", "H", "H", "H"], "xyz": [[0.845, -0.125, -2.266], [1.771, 0.414, -1.227], [0.930, 0.495, -3.168], [-0.265, -0.129, -1.993], [1.136, -1.153, -2.524], [2.795, 1.053, -1.463], [-3.101, -0.099, -0.200], [-0.867, 0.097, -0.147], [-0.508, 2.483, -1.170], [0.745, 3.459, -0.266], [-0.144, 2.897, -2.912], [-0.412, 3.947, -3.089], [-2.087, 4.288, -1.464], [-0.742, 2.252, -3.566], [-2.905, 2.745, -1.045], [1.749, 3.073, -0.494], [0.920, 2.741, -3.126], [-2.048, 3.393, -0.829], [0.669, 4.514, -0.571], [-2.080, 3.678, 0.229], [0.558, 3.364, 0.812], [-0.395, -2.458, -0.592], [1.090, -3.084, 0.264], [-1.713, -3.374, 0.273], [-1.131, -2.918, -2.854], [-0.500, -4.389, -2.052], [0.632, -3.157, -2.700], [-0.335, -3.314, -2.208], [-2.684, -2.935, 0.021], [-1.684, -4.426, -0.039], [1.211, -4.153, 0.042], [0.963, -2.939, 1.344], [-1.561, -3.296, 1.356], [1.981, -2.537, -0.062], [1.385, 0.167, 0.214], [1.982, 0.114, 1.252], [-1.291, 1.056, 8.204], [-1.167, 0.874, 6.504], [-0.479, -0.231, 5.975], [-0.401, -0.388, 4.592], [-0.985, 0.570, 3.763], [-1.661, 1.675, 4.278], [-1.763, 1.827, 5.660], [-0.891, 0.392, 2.298], [-0.803, -0.776, 1.768], [-0.925, 1.396, 1.489], [-0.024, -0.954, 6.646], [0.112, -1.240, 4.149], [-2.108, 2.397, 3.598], [-2.296, 2.668, 6.093]], "mulliken_charge": [-0.78, 0.19, 0.48, 0.44, 0.11, -0.40, -0.29, -1.04, 1.52, -1.30, -1.42, 0.49, 0.45, 0.42, 0.37, 0.32, 0.37, -1.18, 0.46, 0.32, 0.33, 1.38, -1.22, -1.24, 0.41, 0.46, 0.48, -1.36, 0.39, 0.46, 0.46, 0.26, 0.29, 0.36, 1.09, -0.31, -0.14, 0.34, -0.78, -0.35, 0.32, -0.34, -0.77, 0.90, -0.32, -0.36, 0.43, 0.43, 0.45, 0.43], "relative_energy_kcal_mol": 4.2, "total_charge": 2, "e_tot_ha": -3377.66540, "lumo_energy_ev": [-9.216, -9.748], "homo_ev": [-14.26, -14.25], "spin_multiplicity": 2, "orbital_gap_ev": [5.041, 4.504]}

---

# 6
{"formula": "C16H25ClN2NbO3", "method": "ωB97M-V/def2-TZVPD", "elements": ["C", "O", "C", "Nb", "Cl", "C", "C", "O", "O", "H", "H", "H", "H", "H", "H", "H", "H", "H", "H", "H", "C", "N", "C", "C", "C", "C", "C", "C", "C", "C", "N", "C", "C", "C", "H", "H", "H", "H", "H", "H", "H", "H", "H", "H", "H", "H", "H", "H"], "xyz": [[2.992, -4.578, 2.235], [2.752, -3.224, 2.538], [1.406, -2.838, 2.347], [-0.048, -3.460, 4.065], [-0.124, -1.308, 5.165], [-1.991, -2.862, 2.882], [-2.912, -3.969, 2.424], [-3.951, -3.740, 1.848], [-2.564, -5.255, 2.692], [3.226, -4.723, 1.172], [2.157, -5.226, 2.510], [3.862, -4.899, 2.807], [1.027, -3.147, 1.349], [1.409, -1.740, 2.336], [1.300, -4.079, 5.132], [-1.272, -4.257, 5.162], [0.056, -5.049, 3.275], [-2.619, -2.243, 3.527], [-1.766, -2.301, 1.984], [-3.324, -5.673, 3.119], [-0.793, -0.707, 1.497], [-0.559, 0.343, 0.451], [0.704, 0.672, 0.151], [0.976, 1.598, -0.830], [-0.077, 2.192, -1.520], [-1.377, 1.845, -1.173], [-1.590, 0.914, -0.178], [0.176, 3.157, -2.618], [-0.317, 2.920, -3.898], [-0.109, 3.845, -4.895], [0.563, 4.980, -4.648], [1.069, 5.225, -3.427], [0.893, 4.332, -2.399], [0.744, 5.992, -5.716], [-0.303, -0.370, 2.409], [-0.351, -1.623, 1.127], [-1.857, -0.772, 1.647], [1.483, 0.165, 0.708], [2.006, 1.830, -1.061], [-2.231, 2.291, -1.663], [-2.582, 0.608, 0.123], [-0.862, 2.015, -4.129], [-0.479, 3.699, -5.899], [1.603, 6.156, -3.300], [1.299, 4.569, -1.425], [1.807, 6.174, -5.846], [0.233, 6.903, -5.415], [0.317, 5.618, -6.640]], "mulliken_charge": [-0.56, -0.42, -0.62, -0.43, -0.45, -0.17, 0.29, -0.60, -0.42, 0.26, 0.23, 0.27, 0.40, 0.18, 0.08, 0.06, 0.11, 0.64, -0.25, 0.34, -1.08, 0.09, -0.21, -0.74, 0.74, -0.71, -0.10, 0.58, -0.74, -0.06, -0.01, -0.35, -0.60, -0.87, 0.51, 0.41, 0.25, 0.50, 0.51, 0.52, 0.46, 0.52, 0.40, 0.49, 0.52, 0.38, 0.38, 0.27], "total_charge": 1, "e_tot_ha": -1476.52231, "lumo_energy_ev": -5.931, "homo_ev": -8.73, "orbital_gap_ev": 2.802}

---

Please write out number 4 again, unchanged.
{"formula": "C16H25BI2NO7P", "method": "ωB97M-V/def2-TZVPD", "elements": ["C", "C", "C", "C", "N", "O", "C", "C", "I", "C", "C", "I", "C", "O", "C", "C", "C", "O", "O", "C", "C", "O", "B", "O", "O", "P", "C", "C", "H", "H", "H", "H", "H", "H", "H", "H", "H", "H", "H", "H", "H", "H", "H", "H", "H", "H", "H", "H", "H", "H", "H", "H", "H"], "xyz": [[0.884, 2.373, 3.195], [-0.008, 2.321, 2.396], [-1.063, 2.185, 1.374], [-2.163, 3.240, 1.546], [-1.595, 4.538, 1.922], [-0.456, 2.337, 0.085], [-0.621, 1.264, -0.839], [-2.085, 0.971, -1.154], [-3.170, -0.495, -0.072], [-2.705, 1.686, -2.098], [-2.089, 2.821, -2.877], [-4.722, 1.399, -2.655], [0.315, 0.078, -0.549], [-0.100, -0.601, 0.631], [0.361, -1.912, 0.834], [0.198, -2.206, 2.323], [0.601, -3.609, 2.711], [0.635, -3.992, 3.839], [0.943, -4.434, 1.644], [2.186, -5.089, 1.815], [3.326, -4.260, 1.312], [2.249, -6.175, 2.282], [1.763, 0.722, -0.262], [2.453, 0.372, 0.865], [2.330, 1.618, -1.167], [0.612, -1.025, -2.056], [0.905, 0.077, -3.487], [-0.910, -1.932, -2.520], [1.638, 2.230, 3.930], [-1.476, 1.190, 1.538], [-2.716, 3.301, 0.602], [-2.819, 2.932, 2.359], [-0.963, 4.868, 1.203], [-2.331, 5.218, 2.058], [-0.209, 1.659, -1.763], [-2.525, 2.842, -3.876], [-1.014, 2.739, -3.003], [-2.360, 3.772, -2.415], [1.415, -2.027, 0.576], [-0.203, -2.652, 0.255], [0.894, -1.560, 2.862], [-0.815, -2.002, 2.664], [4.250, -4.827, 1.304], [3.083, -3.878, 0.319], [3.424, -3.385, 1.961], [3.399, 0.372, 0.667], [2.019, 2.514, -0.994], [0.913, -0.539, -4.386], [1.861, 0.580, -3.382], [0.122, 0.831, -3.622], [-0.602, -2.726, -3.202], [-1.666, -1.328, -3.030], [-1.389, -2.396, -1.663]], "mulliken_charge": [0.03, -1.09, 1.58, -0.88, -0.63, -0.47, -0.52, -0.39, 0.06, 0.28, -1.32, 0.03, 0.96, -0.27, -0.79, -0.17, 0.17, -0.54, -0.25, 0.66, -0.87, -0.49, 0.96, -0.70, -0.62, 0.10, -1.03, -1.04, 0.49, -0.12, 0.29, 0.42, 0.21, 0.24, -0.13, 0.54, 0.35, 0.34, 0.38, 0.29, 0.22, 0.27, 0.33, 0.30, 0.26, 0.26, 0.30, 0.48, 0.33, 0.17, 0.43, 0.30, 0.26], "e_tot_ha": -2167.67185, "lumo_energy_ev": -0.090, "homo_ev": -8.39, "orbital_gap_ev": 8.300}

---

Question: Number 5 is which compound?
Answer: C16H25Cl2O4P2Ti

---

Question: Number 2 is which compound?
Answer: C16H24NO3